1.
Entry from the OMol25 dataset: the molecule C3H3NO4 at a distorted geometry (wB97M-V/def2-TZVPD).

Values from the calculation:
Electronic energy (eV): -12836.306
Structure (SMILES): C=NOC(=O)C(=O)O
LUMO energy (eV): -0.2
Energy relative to the best compared isomer or geometry (same formula, charge and spin) (kcal/mol): 92.64
HOMO-LUMO gap (eV): 10.1
Total charge: 0

CARTESIAN COORDINATES (ANGSTROEM)
C -1.5987 -1.9367 1.7765
N -0.8134 -0.8884 1.8646
O -0.5893 -0.6471 0.2755
C 0.0564 0.4657 0.1383
O 0.2548 1.2799 1.0291
C 0.8037 0.7421 -1.2402
O 1.1390 1.8090 -1.5349
O 0.8174 -0.4636 -1.9688
H -2.2018 -2.1969 2.6204
H -1.8555 -2.5484 0.8548
H 1.2071 -0.4885 -2.9815

Results of the Löwdin charge analysis, in e, for atoms 1 through 2:
1. C 0.014
2. N 0.162

***

2.
Entry from the OMol25 dataset: a cluster of 2 separate species, C3H10NO2 in total (wB97M-V/def2-TZVPD).

Values from the calculation:
Electronic energy (eV): -8851.407
LUMO energy (eV): -3.5
Energy relative to the best compared isomer or geometry (same formula, charge and spin) (kcal/mol): 21.53
HOMO-LUMO gap (eV): 11.4
Total charge: +1

CARTESIAN COORDINATES (ANGSTROEM)
O 0.8114 -0.0637 -1.7461
C -0.2370 0.5045 -1.8201
C -0.9709 0.9176 -0.5528
N -0.4257 0.1452 0.6169
C -1.2969 0.2963 1.8338
H -0.7677 0.7453 -2.7530
H -0.8299 1.9630 -0.3085
H -2.0555 0.7894 -0.6228
H -0.3301 -0.8299 0.3281
H 0.5488 0.4071 0.7808
H -0.7208 -0.0021 2.6992
H -2.1834 -0.3021 1.6901
H -1.5433 1.3434 1.9218
H 2.2791 -1.9548 1.4777
H 2.2769 -1.6482 -0.0191
O 1.8566 -1.3856 0.8194

Results of the Löwdin charge analysis, in e, for atoms 1 through 2:
1. O 0.105
2. C -0.193

***

3.
Entry from the OMol25 dataset: a structure of composition C30H38Br75P at a distorted geometry (wB97M-V/def2-TZVPD).

Values from the calculation:
Electronic energy (eV): -5294192.892
LUMO energy (eV): -0.5
HOMO-LUMO gap (eV): 7.3
Total charge: 0

CARTESIAN COORDINATES (ANGSTROEM)
C -0.2683 1.4686 -0.0983
C -0.6497 0.8454 -1.4929
C -1.5231 1.9164 -2.3074
P -2.7067 2.9097 -1.2335
C -4.3145 1.9799 -0.9318
C -4.2860 0.4404 -1.2923
H -1.0929 1.2460 0.6313
H 0.6758 0.9878 0.2901
H -0.0580 2.5671 -0.1479
H 0.2746 0.6640 -2.1113
H -1.1795 -0.1342 -1.4299
H -1.9978 1.4341 -3.2042
H -0.7715 2.6453 -2.7268
H -3.0677 4.0379 -2.0406
H -4.5296 2.0525 0.1705
H -5.1751 2.4539 -1.4615
H -4.5928 0.3148 -2.3611
H -5.0208 -0.1153 -0.6453
H -3.2715 0.0079 -1.1214
C 1.0684 -2.7755 -2.9948
Br -0.5071 -2.0861 -3.8846
Br 0.9156 -2.6455 -1.0686
Br 1.5028 -4.5712 -3.5645
H 1.8994 -2.1438 -3.2848
C 3.1351 -7.5294 -1.2295
Br 3.2905 -7.8379 -3.1355
Br 3.8421 -5.7973 -0.7221
Br 1.3233 -7.7799 -0.5970
H 3.7475 -8.2777 -0.7356
C -1.7631 7.1593 -2.1718
Br -3.6621 6.9170 -1.8745
Br -0.8304 5.4663 -2.3031
Br -1.4182 8.2933 -3.7038
H -1.3686 7.6712 -1.3001
C -5.4431 1.3493 3.4251
Br -6.8814 0.8217 2.2392
Br -3.7057 1.0460 2.6233
Br -5.6486 3.1772 4.0359
H -5.5015 0.7140 4.3029
C 1.8238 -2.8922 3.1400
Br 0.2150 -2.2330 2.2863
Br 1.7179 -2.7754 5.0695
Br 2.2690 -4.6818 2.5542
H 2.6358 -2.2474 2.8270
C -4.8541 9.8036 -5.9054
Br -6.4275 10.4874 -6.8044
Br -5.0237 9.9130 -3.9787
Br -4.4191 8.0096 -6.4924
H -4.0219 10.4410 -6.1890
C 5.5707 -4.7076 3.2950
Br 4.8335 -4.3400 5.0485
Br 6.6317 -3.2209 2.6441
Br 6.5631 -6.3704 3.2655
H 4.7311 -4.8231 2.6144
C 2.5009 -9.0770 3.7807
Br 2.4183 -7.9805 5.3719
Br 0.7384 -9.4718 3.0822
Br 3.6491 -8.2790 2.4420
H 2.9516 -10.0230 4.0634
C -3.2342 -8.4337 2.2557
Br -3.3196 -7.3565 3.8629
Br -4.9970 -8.8226 1.5541
Br -2.0895 -7.6301 0.9154
H -2.7848 -9.3822 2.5319
C 5.8262 0.3352 4.5421
Br 6.2420 2.2214 4.4045
Br 5.4312 -0.1749 6.3686
Br 4.4104 -0.1652 3.3209
H 6.7157 -0.2107 4.2426
C -1.5134 9.8075 -8.7028
Br -1.9429 8.1992 -9.6926
Br -2.9646 11.0900 -8.7464
Br -0.9595 9.4054 -6.8898
H -0.6648 10.2702 -9.1995
C 1.9780 -10.1443 -6.1512
Br 0.7329 -10.3267 -7.6222
Br 2.9530 -11.7848 -5.8244
Br 3.1703 -8.6379 -6.3994
H 1.3904 -9.9403 -5.2606
C -7.2687 4.9524 -1.7602
Br -7.7058 3.3547 -2.7656
Br -8.7218 6.2328 -1.7807
Br -6.7052 4.5337 0.0453
H -6.4249 5.4206 -2.2582
C -0.7963 -13.2528 -4.2763
Br 0.6834 -14.0147 -3.2855
Br -1.0601 -11.3819 -3.8449
Br -0.5996 -13.5247 -6.1832
H -1.6922 -13.7815 -3.9681
C 5.4273 -1.9805 -2.7841
Br 4.9470 -3.5962 -3.7440
Br 4.0654 -0.6083 -2.9136
Br 5.8656 -2.3539 -0.9338
H 6.3176 -1.5822 -3.2598
C -10.4302 9.6882 -8.4954
Br -11.6610 9.5233 -9.9817
Br -9.4417 8.0505 -8.1947
Br -9.2491 11.2089 -8.7097
H -11.0254 9.8698 -7.6065
C 1.2862 12.2482 -4.3129
Br -0.6117 12.0075 -4.0136
Br 2.2145 10.5517 -4.4409
Br 1.6373 13.3729 -5.8501
H 1.6824 12.7627 -3.4432
C 0.1165 -8.8649 9.1356
Br -1.1914 -9.0905 7.7245
Br 1.1197 -10.4905 9.4542
Br 1.2845 -7.3591 8.7919
H -0.4305 -8.6432 10.0462
C -8.2106 -2.8355 0.2585
Br -8.8283 -2.9918 2.0875
Br -9.0490 -4.1434 -0.8978
Br -8.4294 -1.0343 -0.4195
H -7.1463 -3.0479 0.2619
C 2.0744 1.4573 7.9438
Br 1.6418 -0.1480 6.9504
Br 0.6104 2.7264 7.9292
Br 2.6610 1.0528 9.7458
H 2.9103 1.9290 7.4359
C 6.3739 -7.3697 7.0106
Br 5.1663 -6.5332 8.2742
Br 8.2272 -7.1319 7.5213
Br 5.9416 -9.2366 6.7264
H 6.2396 -6.8628 6.0595
C 8.7745 -8.0739 11.5090
Br 8.2719 -9.7232 10.6263
Br 7.3291 -6.7857 11.4937
Br 9.4350 -8.3915 13.3022
H 9.5918 -7.6430 10.9396
C 0.2005 6.9168 7.9315
Br 0.8975 8.2326 6.6929
Br -0.5430 7.7447 9.5165
Br -1.0711 5.7320 7.0774
H 1.0382 6.3059 8.2533
C 2.1017 8.4937 -9.1012
Br 1.7905 9.1786 -10.8869
Br 3.3865 7.0447 -9.0994
Br 2.6047 9.9026 -7.8714
H 1.1588 8.0843 -8.7482
C 4.7487 10.2307 -1.5361
Br 3.3482 9.2850 -0.5902
Br 4.8687 12.0809 -0.9753
Br 6.4533 9.3229 -1.3913
H 4.4766 10.2345 -2.5868

Results of the Löwdin charge analysis, in e, for atoms 1 through 2:
1. C -0.159
2. C -0.330

***

4.
Entry from the OMol25 dataset: a cluster of 13 separate species, H25O13 in total at a distorted geometry (wB97M-V/def2-TZVPD).

Values from the calculation:
Spin multiplicity: 2
Electronic energy (eV): -27015.448
LUMO energy (alpha / beta) (eV): -1.0 / -6.1
Energy relative to the best compared isomer or geometry (same formula, charge and spin) (kcal/mol): 105.06
HOMO-LUMO gap (alpha / beta) (eV): 10.5 / 5.4
Total charge: 0

CARTESIAN COORDINATES (ANGSTROEM)
O -0.4954 2.3603 -1.6122
H 0.8133 -3.5221 1.1472
H 0.4772 4.4190 0.3451
O 2.2822 0.1104 -2.3767
H 1.5949 0.4103 -2.7838
H -0.2842 -2.4283 1.6433
O 0.5500 4.4304 -0.5836
H 1.1287 3.6189 -0.6937
O -2.0015 -1.5742 2.5761
H -1.4973 -1.2314 1.7906
H -1.6226 -2.3717 2.8003
O 3.9420 -0.0105 -0.8789
H -0.7549 3.1395 -1.1845
H 3.4272 -0.6477 -1.2158
O -1.3436 -3.1988 -0.4727
H -0.4341 -2.8041 -0.7850
H -1.1224 -4.0732 0.0698
O 3.4663 2.9376 -1.0729
H 2.5990 2.5761 -1.2422
H 0.1468 1.5426 2.2881
O 0.1259 -3.3213 1.7654
H 4.3863 -0.4886 -0.1530
H -0.3062 -1.1200 -0.2692
O 0.0686 0.6630 2.8949
H 3.9550 2.2336 -0.8712
H 2.0048 -0.7085 -1.8168
O -2.8345 1.5091 0.8008
H -2.5292 0.7564 1.3679
H -2.0536 2.0603 0.8353
O -4.5146 -1.1500 -0.6102
H -4.0328 -1.4739 0.1190
H 0.3926 0.1636 2.0053
O 1.0472 -1.8127 -0.8376
H 0.8322 -0.9110 -0.8596
H -4.1482 -0.3572 -0.9607
O -1.0382 -0.3764 -0.0846
H -1.8219 -1.0488 -0.2172
H -0.4050 1.6993 -0.8670

Results of the Löwdin charge analysis, in e, for atoms 1 through 2:
1. O -0.058
2. H 0.027

***

5.
Entry from the OMol25 dataset: the molecule C5H10O2 (wB97M-V/def2-TZVPD).

Values from the calculation:
Electronic energy (eV): -9437.131
LUMO energy (eV): 0.5
Energy relative to the best compared isomer or geometry (same formula, charge and spin) (kcal/mol): 136.34
HOMO-LUMO gap (eV): 8.0
Total charge: 0

CARTESIAN COORDINATES (ANGSTROEM)
C -1.1760 -1.6822 -0.9980
C -0.6540 0.6766 0.7204
C 0.3519 -0.4641 0.7839
O -0.2018 -1.7527 0.3711
C 1.2489 0.2748 -0.2136
C 0.4618 1.5552 0.1118
O 0.1623 2.3137 -1.0304
H -1.3637 0.4099 -0.0723
H -2.0575 -2.1348 -0.5083
H -0.6986 -2.5209 -1.5424
H -1.1502 0.9868 1.6439
H 0.8008 -0.6409 1.7656
H 0.5355 -2.3501 0.1824
H 2.3309 0.2675 -0.0517
H 0.9903 -0.0354 -1.2306
H 0.9661 2.1670 0.8753
H -0.5468 2.9296 -0.8073

Results of the Löwdin charge analysis, in e, for atoms 1 through 2:
1. C -0.013
2. C -0.077

***

6.
Entry from the OMol25 dataset: a cluster of 2 separate species, C4H8O3 in total at a distorted geometry (wB97M-V/def2-TZVPD).

Values from the calculation:
Spin multiplicity: 2
Electronic energy (eV): -10409.135
LUMO energy (alpha / beta) (eV): -5.6 / -10.1
Energy relative to the best compared isomer or geometry (same formula, charge and spin) (kcal/mol): 28.18
HOMO-LUMO gap (alpha / beta) (eV): 9.2 / 4.1
Total charge: +1

CARTESIAN COORDINATES (ANGSTROEM)
O 2.0341 -0.3153 1.0090
C 1.0089 -0.4113 1.6221
C 0.0096 0.7244 1.5667
C -0.0569 1.3601 0.1440
C -1.1849 0.8042 -0.6658
O -2.3047 0.7789 -0.2909
H 0.8604 -1.3422 2.2051
H 0.3448 1.4723 2.2978
H -0.9953 0.4259 1.9025
H -0.1557 2.4387 0.3257
H 0.9099 1.2504 -0.3505
H -0.9419 0.3865 -1.6542
H 1.0422 -2.3801 -3.3368
H -0.3452 -2.5853 -2.7170
O 0.5761 -2.4217 -2.4955

Results of the Löwdin charge analysis, in e, for atoms 1 through 2:
1. O 0.312
2. C -0.050

***

7.
Entry from the OMol25 dataset: a structure of composition C41H52CaN2P2SSi2 at a distorted geometry (wB97M-V/def2-TZVPD).

Values from the calculation:
Electronic energy (eV): -109948.272
LUMO energy (eV): 0.1
Energy relative to the best compared isomer or geometry (same formula, charge and spin) (kcal/mol): 37.26
HOMO-LUMO gap (eV): 6.1
Total charge: 0

CARTESIAN COORDINATES (ANGSTROEM)
Ca 0.8589 0.1043 -1.6384
C 0.6706 0.6279 1.3298
C 0.4693 0.2452 2.7937
P 0.5552 -1.5973 2.9136
C -0.0560 -1.8876 4.6213
C -0.4823 -3.1751 4.9607
C -0.8483 -3.4819 6.2615
C -0.7815 -2.5098 7.2538
C -0.3555 -1.2318 6.9330
C 0.0103 -0.9226 5.6249
C -0.9418 -2.0762 1.9570
C -2.2309 -1.6683 2.3062
C -3.3293 -2.1256 1.5975
C -3.1573 -3.0052 0.5325
C -1.8835 -3.4171 0.1737
C -0.7785 -2.9479 0.8817
P 1.1945 2.3415 0.8159
C -0.3670 3.2453 1.0916
C -1.0495 3.6588 -0.0516
C -2.2565 4.3416 0.0464
C -2.7936 4.6151 1.2932
C -2.1340 4.1894 2.4416
C -0.9289 3.5118 2.3426
C 2.3192 2.7960 2.1709
C 3.4299 1.9630 2.3480
C 4.3592 2.2255 3.3424
C 4.2066 3.3436 4.1565
C 3.1315 4.1953 3.9585
C 2.1966 3.9305 2.9635
H -0.2699 0.4448 0.7891
H 1.4491 -0.0305 0.9059
H -0.4712 0.6486 3.1730
H 1.2964 0.6238 3.3972
H -0.5244 -3.9423 4.1948
H -1.1756 -4.4850 6.5063
H -1.0638 -2.7498 8.2715
H -0.3006 -0.4685 7.6996
H 0.3527 0.0792 5.3946
H -2.3726 -0.9940 3.1444
H -4.3253 -1.7945 1.8698
H -4.0213 -3.3731 -0.0094
H -1.7426 -4.1154 -0.6424
H 0.2192 -3.2758 0.6089
H -0.6300 3.4487 -1.0287
H -2.7677 4.6634 -0.8521
H -3.7240 5.1631 1.3751
H -2.5601 4.3892 3.4168
H -0.4259 3.1868 3.2455
H 3.5705 1.0995 1.7035
H 5.2030 1.5607 3.4780
H 4.9359 3.5588 4.9274
H 3.0160 5.0758 4.5791
H 1.3776 4.6205 2.8082
C 2.2652 2.7946 -3.9361
Si 1.6061 1.0111 -4.1315
C 0.8050 0.9548 -5.8471
C 3.2585 0.0102 -4.3331
C 3.9795 0.3071 -5.5031
C 5.1874 -0.2946 -5.8161
C 5.7245 -1.2329 -4.9441
C 5.0411 -1.5404 -3.7799
C 3.8119 -0.9485 -3.4368
Si 3.0834 -1.5463 -1.7447
C 3.2251 -3.4347 -1.8058
C 4.4290 -1.0161 -0.4921
H 3.0053 3.0530 -4.7016
H 2.7506 2.9132 -2.9616
H 1.4532 3.5287 -3.9847
H 1.4561 1.3403 -6.6378
H -0.1200 1.5412 -5.8605
H 0.5469 -0.0779 -6.1021
H 3.5847 1.0442 -6.1965
H 5.7054 -0.0333 -6.7315
H 6.6700 -1.7143 -5.1664
H 5.4852 -2.2692 -3.1071
H 4.2232 -3.7737 -2.1010
H 2.5074 -3.8550 -2.5167
H 3.0066 -3.8627 -0.8206
H 5.4237 -1.3950 -0.7559
H 4.1868 -1.3828 0.5136
H 4.5006 0.0770 -0.4447
C -6.7376 -1.7784 -0.7541
C -6.4594 -0.3434 -1.1825
N -5.1587 0.1336 -0.7436
C -3.9853 0.0723 -1.4068
S -2.5916 0.6367 -0.6318
N -4.0144 -0.4249 -2.6524
C -2.8505 -0.6369 -3.5117
C -2.5300 -2.1152 -3.6777
H -7.7333 -2.0845 -1.0792
H -6.6917 -1.8700 0.3318
H -6.0078 -2.4652 -1.1869
H -7.2109 0.3266 -0.7672
H -6.5418 -0.2505 -2.2657
H -5.0769 0.5284 0.1786
H -4.8833 -0.8015 -2.9896
H -2.0184 -0.1129 -3.0572
H -3.0496 -0.1758 -4.4787
H -2.3001 -2.5625 -2.7074
H -1.6646 -2.2396 -4.3308
H -3.3694 -2.6572 -4.1197

Results of the Löwdin charge analysis, in e, for atoms 1 through 2:
1. Ca 0.816
2. C -0.485

***

8.
Entry from the OMol25 dataset: a structure of composition C15H31IMgP2 at a distorted geometry (wB97M-V/def2-TZVPD).

Values from the calculation:
Electronic energy (eV): -48179.427
LUMO energy (eV): -0.8
Energy relative to the best compared isomer or geometry (same formula, charge and spin) (kcal/mol): 0.00
HOMO-LUMO gap (eV): 5.9
Total charge: 0

CARTESIAN COORDINATES (ANGSTROEM)
P 0.3447 -2.1995 -1.7329
P -1.5472 -2.3106 0.8384
C -0.2350 -3.8678 -1.1328
C -1.5257 -3.7819 -0.3082
H 0.5698 -4.2862 -0.5154
H -0.3655 -4.5376 -1.9940
H -2.3866 -3.6796 -0.9807
H -1.6774 -4.6997 0.2766
C -0.9761 -3.1364 2.4003
H -1.1087 -2.4481 3.2412
H 0.0902 -3.3716 2.3289
H -1.5329 -4.0594 2.6053
C -3.3685 -2.2635 1.1932
H -3.7552 -3.2431 1.5004
H -3.9058 -1.9343 0.2981
H -3.5668 -1.5388 1.9895
C 2.0915 -2.6535 -2.1662
H 2.5662 -1.8187 -2.6919
H 2.1410 -3.5468 -2.8010
H 2.6584 -2.8382 -1.2482
C -0.3853 -2.2221 -3.4399
H -1.4705 -2.0946 -3.3826
H -0.1624 -3.1563 -3.9706
H 0.0178 -1.3825 -4.0156
Mg 0.7884 4.0253 0.8925
C -0.9562 2.7135 1.3357
C 0.1045 2.2568 2.1114
C 0.9483 1.0320 1.7981
C 2.2319 1.3619 0.9977
C 2.0512 2.4460 -0.0415
C 0.9434 2.6201 -0.8645
C -0.2581 1.6908 -0.9148
C -1.4135 2.1336 0.0157
C 1.9348 5.5341 0.0410
H -1.6698 3.3826 1.8126
H 0.1631 2.6260 3.1326
H 0.3440 0.2953 1.2618
H 1.2416 0.5598 2.7415
H 3.0033 1.7055 1.6954
H 2.6233 0.4461 0.5290
H 2.9635 2.9720 -0.3169
H 1.0578 3.2955 -1.7091
H 0.0545 0.6708 -0.6746
H -0.6343 1.6620 -1.9427
H -1.9993 2.9065 -0.4935
H -2.0976 1.2885 0.1873
H 1.3743 6.4725 -0.0201
H 2.2830 5.2609 -0.9634
H 2.8126 5.7087 0.6767
I -0.4045 6.0042 2.4199

Results of the Löwdin charge analysis, in e, for atoms 1 through 2:
1. P 0.810
2. P 0.804